Entry 1:
7
Properties=species:S:1:pos:R:3:forces:R:3:mulliken_charge:R:1 method="wB97M-V/def2-TZVPD" lumo_energy_ev=0.330 smiles=PCI homo_ev=-9.5 e_tot_ha=-679.5072 orbital_gap_ev=9.8
P 0.5725 -0.5903 -0.9515 1.0 1.3 0.6 -0.055
C -0.3302 0.5130 0.3209 0.7 -1.3 -0.9 -0.852
I 0.7570 2.2353 0.9432 -0.3 -0.4 -0.2 0.059
H 1.3501 -1.3462 -0.0132 -0.5 0.0 -0.4 0.056
H -0.4181 -1.5156 -1.2947 -0.4 -0.3 0.5 0.051
H -1.2403 0.7459 -0.1586 -0.9 1.1 -0.8 0.339
H -0.6910 -0.0421 1.1540 0.4 -0.3 1.0 0.402

=====

Entry 2:
115
Properties=species:S:1:pos:R:3:forces:R:3:mulliken_charge:R:1 method="wB97M-V/def2-TZVPD" charge=+2 lumo_energy_ev=-6.204 homo_ev=-11.7 e_tot_ha=-6720.2320 orbital_gap_ev=5.5
Ti 1.0840 -1.5938 2.0428 -0.1 -0.1 0.0 0.147
N -0.9800 -0.6489 1.9119 -0.1 -0.2 -0.1 0.517
N -1.9698 -1.6529 2.0434 0.1 0.1 0.1 -0.175
C -1.7865 -2.8066 1.3873 -0.1 0.0 -0.1 0.400
N -2.7956 -3.6469 1.2764 0.0 0.0 0.1 -0.260
S -0.2739 -3.2127 0.7007 0.2 0.0 0.0 -0.644
H -1.0949 0.0030 2.6879 0.1 -0.1 0.1 0.410
H -1.2219 -0.1465 1.0302 0.1 0.1 -0.1 -1.008
H -2.9060 -1.3352 2.2572 0.0 0.0 -0.1 0.311
H -3.7377 -3.3946 1.5342 0.0 0.0 0.0 0.235
H -2.6754 -4.4764 0.7154 0.0 0.0 0.0 0.257
C -0.8120 2.4870 -1.5254 0.0 0.1 0.0 -2.420
N -1.2751 1.7121 -2.6539 0.1 -0.1 0.2 1.225
C -1.4849 0.2941 -2.4473 0.1 0.0 -0.2 -1.761
P -2.5383 -0.1317 -0.9702 -0.1 0.1 0.2 1.707
C -3.2025 -1.7695 -1.4235 -0.1 -0.1 0.0 0.696
C -4.5238 -2.1094 -1.1177 0.0 0.0 0.0 -1.006
C -4.9953 -3.3938 -1.3494 0.0 0.0 0.0 -0.694
C -4.1547 -4.3617 -1.8863 0.0 0.0 0.0 -0.675
C -2.8440 -4.0319 -2.2044 0.0 0.0 0.0 -0.832
C -2.3722 -2.7459 -1.9741 0.0 0.0 0.0 -0.359
C -3.9594 0.9756 -1.1798 0.0 0.1 -0.1 0.282
C -4.2314 1.9095 -0.1841 0.0 0.0 0.0 -0.496
C -5.2570 2.8323 -0.3439 0.0 0.0 0.0 -0.828
C -6.0107 2.8269 -1.5068 0.0 0.0 0.0 -0.525
C -5.7471 1.8989 -2.5084 0.0 0.0 0.0 -0.981
C -4.7281 0.9779 -2.3461 0.0 -0.1 0.0 -0.247
C -2.1623 2.3728 -3.5459 -0.1 0.0 -0.1 0.722
C -2.8011 3.5622 -3.2053 0.1 0.0 0.0 -0.222
C -3.6609 4.1759 -4.1062 0.0 0.0 0.0 -0.833
C -3.9077 3.6127 -5.3473 0.0 0.0 0.0 -0.618
C -3.2629 2.4324 -5.6929 0.0 0.0 0.0 -0.848
C -2.3894 1.8231 -4.8082 0.0 0.0 -0.1 -0.440
P 0.7065 1.8896 -0.6118 -0.1 -0.1 0.0 1.031
C 0.7198 3.2549 0.5950 -0.1 0.1 0.1 0.344
C 0.7602 4.5966 0.2061 0.0 0.0 0.0 -0.352
C 0.6189 5.6049 1.1444 0.0 0.0 0.0 -0.910
C 0.4264 5.2905 2.4851 0.0 0.0 0.0 -0.673
C 0.3952 3.9653 2.8870 0.0 0.0 0.0 -0.662
C 0.5491 2.9571 1.9442 0.0 0.0 0.0 -0.396
C 2.0343 2.3138 -1.7913 0.0 -0.1 -0.1 0.530
C 3.1680 3.0408 -1.4289 0.0 0.0 0.0 -0.461
C 4.1960 3.2483 -2.3394 0.0 0.0 0.0 -0.803
C 4.1068 2.7357 -3.6246 0.0 0.0 0.0 -0.699
C 2.9798 2.0168 -3.9999 0.0 0.0 0.0 -0.719
C 1.9554 1.8013 -3.0908 0.0 0.0 0.1 -0.548
H -1.5709 2.6212 -0.7374 0.0 -0.1 0.0 0.495
H -0.5661 3.4882 -1.8824 0.0 0.0 0.0 1.353
H -0.5228 -0.2197 -2.3316 0.0 0.0 0.1 -0.325
H -1.9580 -0.1296 -3.3321 0.0 0.0 0.0 1.280
H -5.1969 -1.3601 -0.7188 0.0 0.0 0.0 0.475
H -6.0282 -3.6338 -1.1307 0.0 0.0 0.0 0.460
H -4.5263 -5.3599 -2.0780 0.0 0.0 0.0 0.427
H -2.1914 -4.7739 -2.6466 0.0 0.0 0.0 0.466
H -1.3453 -2.5090 -2.2290 0.0 0.0 0.0 0.445
H -3.6306 1.9254 0.7202 0.0 0.0 0.0 0.332
H -5.4643 3.5526 0.4366 0.0 0.0 0.0 0.440
H -6.8057 3.5494 -1.6379 0.0 0.0 0.0 0.440
H -6.3293 1.9033 -3.4203 0.0 0.0 0.0 0.436
H -4.5226 0.2621 -3.1341 0.0 0.0 0.0 0.503
H -2.6596 4.0077 -2.2296 0.0 0.0 0.0 0.413
H -4.1480 5.1005 -3.8237 0.0 0.0 0.0 0.416
H -4.5836 4.0906 -6.0430 0.0 0.0 0.0 0.435
H -3.4218 1.9933 -6.6694 0.0 0.0 0.0 0.437
H -1.8618 0.9277 -5.1143 0.0 0.0 0.0 0.481
H 0.9046 4.8551 -0.8367 0.0 0.0 0.0 0.430
H 0.6529 6.6398 0.8303 0.0 0.0 0.0 0.436
H 0.3105 6.0818 3.2138 0.0 0.0 0.0 0.433
H 0.2697 3.7188 3.9338 0.0 0.0 0.0 0.523
H 0.5736 1.9224 2.2645 0.0 -0.1 0.0 0.237
H 3.2499 3.4740 -0.4395 0.0 0.0 0.0 0.422
H 5.0629 3.8252 -2.0441 0.0 0.0 0.0 0.463
H 4.9046 2.9079 -4.3347 0.0 0.0 0.0 0.441
H 2.8919 1.6316 -5.0077 0.0 0.0 0.0 0.470
H 1.0728 1.2608 -3.4072 -0.1 0.0 0.0 0.171
C 3.5864 -3.0625 4.1239 0.1 0.0 0.0 -1.494
P 2.7152 -3.4553 2.5866 -0.2 0.0 0.0 1.959
C 1.8846 -5.0320 2.8919 0.1 -0.1 0.0 -1.431
C 3.9780 -3.7335 1.3259 0.0 -0.1 0.0 0.187
C 4.8932 -4.7791 1.4335 0.0 0.0 0.0 -0.882
C 5.8437 -4.9732 0.4451 0.0 0.0 0.0 -0.821
C 5.8871 -4.1275 -0.6567 0.0 0.0 0.0 -0.846
C 4.9858 -3.0813 -0.7670 0.0 0.0 0.0 -0.992
C 4.0299 -2.8769 0.2261 0.1 0.0 0.0 0.304
P 2.8984 -1.4708 0.1504 -0.2 0.2 0.2 1.859
C 2.3339 -1.3808 -1.5711 0.1 0.0 0.0 -0.511
C 3.9159 -0.0032 0.4744 0.0 0.0 -0.1 -1.171
H 4.3455 -3.8202 4.3239 0.0 0.0 0.0 0.543
H 2.8749 -3.0526 4.9498 0.0 0.0 0.0 0.392
H 4.0714 -2.0895 4.0494 0.0 0.0 0.0 0.319
H 2.5914 -5.7671 3.2792 0.0 0.0 0.0 0.512
H 1.4439 -5.4070 1.9703 0.0 0.0 0.0 0.364
H 1.0986 -4.8686 3.6297 0.0 0.0 0.0 0.438
H 4.8646 -5.4500 2.2840 0.0 0.0 0.0 0.385
H 6.5508 -5.7872 0.5306 0.0 0.0 0.0 0.436
H 6.6284 -4.2843 -1.4285 0.0 0.0 0.0 0.452
H 5.0314 -2.4252 -1.6279 0.0 0.0 0.0 0.428
H 3.0981 -0.9233 -2.2014 0.0 0.0 0.0 0.534
H 1.4418 -0.7606 -1.6104 0.0 0.0 0.0 -0.632
H 2.1118 -2.3826 -1.9385 0.0 0.0 0.0 0.567
H 4.6503 0.1459 -0.3178 0.0 0.0 0.0 0.535
H 4.4259 -0.1298 1.4293 0.0 0.0 0.0 0.483
H 3.2656 0.8685 0.5390 0.0 0.0 0.0 0.006
Cl 0.2301 -0.3615 8.5561 0.0 0.0 0.0 -0.153
C 0.7463 -0.2973 6.9256 0.0 0.0 0.1 0.327
C 1.5572 0.7594 6.4912 0.0 0.0 0.0 0.579
Cl 2.0417 1.9830 7.5876 0.0 0.0 0.0 -0.160
C 1.9834 0.8236 5.1623 0.0 -0.1 0.0 -0.199
Cl 3.0243 2.0534 4.5860 0.0 0.0 0.0 -0.130
C 1.5646 -0.1741 4.2990 0.0 0.1 0.1 -0.330
O 1.8733 -0.2417 2.9770 -0.1 0.0 -0.2 0.389
C 0.7747 -1.2427 4.7262 0.2 0.3 0.3 -0.037
O 0.5104 -2.1482 3.7720 0.0 0.0 -0.3 -0.477
C 0.3571 -1.3123 6.0467 0.0 0.0 -0.1 0.300
Cl -0.6081 -2.6391 6.5409 0.0 0.0 0.0 -0.186

=====

Entry 3:
82
Properties=species:S:1:pos:R:3:forces:R:3:mulliken_charge:R:1 method="wB97M-V/def2-TZVPD" charge=+1 lumo_energy_ev=-3.833 homo_ev=-11.5 e_tot_ha=-1410.3696 orbital_gap_ev=7.6
C 8.4455 -2.4451 -1.1439 -0.1 0.0 0.0 -1.188
C 7.4779 -2.0407 -2.2587 0.0 0.0 0.1 -0.601
C 6.6035 -0.8232 -1.9100 0.0 0.0 0.0 -0.292
C 5.2163 -1.2228 -1.4084 0.1 -0.1 0.0 -0.880
C 4.3510 -0.0675 -0.9119 0.0 0.0 0.1 -0.513
C 4.0034 0.9519 -1.9978 -0.1 0.0 0.2 0.309
C 3.4657 2.2623 -1.4342 0.2 0.1 -0.1 -1.715
N 2.1107 2.1267 -0.8493 -0.4 0.0 0.0 0.962
N 2.1510 2.0565 0.4723 0.0 0.0 0.1 -1.021
C 1.0091 1.9419 1.0991 -0.1 0.0 0.2 -0.810
C -0.2240 1.9155 0.4462 0.1 0.0 0.3 -0.684
C -0.2582 1.9876 -0.9175 -0.2 0.0 0.0 1.838
C -1.5238 1.9624 -1.7267 -0.1 0.0 -0.2 -0.535
C -2.8612 1.8085 -0.9893 0.0 -0.1 -0.1 -0.766
C -3.7883 0.8208 -1.7058 0.1 0.0 0.0 -0.729
C -5.2061 0.7903 -1.1155 0.0 0.0 0.0 -1.076
C -5.5062 -0.4374 -0.2526 0.0 -0.1 0.1 -0.867
C -5.3300 -1.7822 -0.9747 -0.2 0.0 0.0 -0.287
C -4.7512 -2.8966 -0.1008 -0.1 -0.1 0.0 -0.614
C -4.0079 -4.0109 -0.8733 -0.2 0.0 0.0 -0.546
O -3.4907 -3.6023 -2.1245 0.3 0.0 0.0 -0.349
C -4.2690 -3.9458 -3.2499 -0.1 0.0 0.0 -0.702
C 0.9815 2.0866 -1.5712 0.6 0.0 -0.2 0.281
C 1.0412 2.1376 -3.0686 -0.2 0.0 0.0 -1.387
C 0.6233 0.8008 -3.6868 0.2 -0.2 0.0 -0.134
O 0.9270 -0.2515 -3.1973 -0.1 0.2 0.0 -0.426
H 7.9345 -3.0099 -0.3618 0.0 0.0 0.0 0.283
H 8.8932 -1.5673 -0.6740 0.1 0.0 -0.1 0.321
H 9.2515 -3.0716 -1.5248 0.0 0.0 0.0 0.359
H 6.8183 -2.8876 -2.4672 0.1 0.0 -0.2 0.307
H 8.0335 -1.8487 -3.1773 0.0 0.1 0.0 0.368
H 7.1048 -0.2299 -1.1377 0.0 0.1 0.0 0.281
H 6.5133 -0.1799 -2.7891 0.0 0.0 0.0 0.261
H 5.3395 -1.9308 -0.5832 0.0 0.0 0.0 0.321
H 4.6921 -1.7644 -2.2028 0.0 0.0 0.0 0.312
H 4.8548 0.4295 -0.0761 0.0 0.0 -0.1 0.345
H 3.4208 -0.4799 -0.5074 0.0 0.0 0.0 0.267
H 4.8799 1.2043 -2.5950 0.0 0.0 0.0 0.305
H 3.2561 0.5027 -2.6511 0.1 0.0 -0.2 0.069
H 4.0754 2.6028 -0.6006 0.0 0.0 0.0 0.493
H 3.4408 3.0638 -2.1696 -0.1 0.0 -0.1 0.504
H 1.0460 1.8707 2.1778 0.1 0.0 0.0 0.713
H -1.1121 1.8335 1.0538 0.0 0.0 0.0 0.524
H -1.4377 1.1489 -2.4562 0.0 0.0 0.1 0.308
H -1.5516 2.8847 -2.3170 0.0 -0.1 -0.1 0.433
H -3.3545 2.7795 -0.9331 0.0 0.0 0.2 0.367
H -2.7123 1.4488 0.0294 -0.1 0.1 0.0 0.025
H -3.8171 1.0691 -2.7705 0.0 0.0 0.0 0.403
H -3.3299 -0.1701 -1.6368 0.0 0.0 -0.1 0.503
H -5.3416 1.6842 -0.4983 -0.1 0.0 0.0 0.429
H -5.9518 0.8646 -1.9097 0.1 -0.1 -0.1 0.423
H -6.5372 -0.3557 0.0994 0.1 0.0 0.1 0.459
H -4.8801 -0.4099 0.6470 0.1 0.0 -0.1 0.238
H -4.6976 -1.6599 -1.8516 0.1 0.0 0.0 0.189
H -6.3098 -2.0993 -1.3420 0.1 0.0 -0.2 0.420
H -5.5646 -3.3633 0.4612 0.1 0.0 0.1 0.330
H -4.0772 -2.4698 0.6463 0.1 0.1 -0.1 0.272
H -3.1509 -4.3433 -0.2850 0.0 0.0 0.0 0.334
H -4.6565 -4.8827 -1.0090 0.0 0.1 -0.1 0.310
H -4.7374 -4.9257 -3.1216 0.0 0.0 0.0 0.334
H -3.6066 -3.9883 -4.1137 0.0 0.0 0.0 0.221
H -5.0559 -3.2087 -3.4432 0.0 0.0 0.0 0.290
H 2.0385 2.3586 -3.4425 0.0 0.0 0.0 0.353
H 0.3790 2.9253 -3.4347 0.0 0.0 0.0 0.569
H 0.0538 0.8645 -4.6294 0.1 0.0 0.0 0.446
C -0.3960 2.6098 5.0891 0.0 0.0 0.0 -1.646
C -1.5044 1.6816 4.6060 0.0 0.0 0.0 0.410
C -2.1264 0.8099 5.7002 -0.1 0.0 0.0 -0.768
O -1.3086 -0.2591 6.1194 0.1 0.0 0.0 -0.375
C -0.3696 0.0422 7.1367 0.0 0.0 0.0 -0.636
N -0.9995 0.8698 3.4862 -0.1 0.0 -0.1 -0.449
H 0.5339 2.0656 5.2603 0.0 0.0 0.0 0.336
H -0.1949 3.3796 4.3428 0.0 0.0 0.0 0.361
H -0.6722 3.1074 6.0188 0.0 0.0 0.0 0.409
H -2.3146 2.3054 4.2152 0.0 0.0 0.0 0.328
H -3.0281 0.3446 5.2934 0.0 0.0 0.0 0.339
H -2.4280 1.4231 6.5586 0.0 0.0 0.0 0.458
H -0.7792 0.7653 7.8481 0.0 0.0 0.0 0.305
H 0.5678 0.4335 6.7332 0.0 0.0 0.0 0.226
H -0.1574 -0.8860 7.6636 0.0 0.0 0.0 0.263
H -1.7707 0.3347 3.0945 0.0 0.0 0.0 0.192
H -0.3859 0.1603 3.8822 0.0 0.0 0.0 0.290

=====

Entry 4:
101
Properties=species:S:1:pos:R:3:forces:R:3:mulliken_charge:R:1 method="wB97M-V/def2-TZVPD" lumo_energy_ev=-0.453 homo_ev=-8.3 e_tot_ha=-3378.9386 orbital_gap_ev=7.9
C -3.6468 0.8930 -0.2777 0.6 0.1 -0.2 -1.038
C -2.4912 -0.1255 -0.1054 -0.9 0.5 -0.5 -0.284
N -1.2025 0.4781 -0.5057 -0.1 -0.2 0.4 -0.088
C -0.1678 0.3306 0.4386 -0.9 1.3 0.3 0.357
C 0.7420 -0.6465 0.2991 0.3 -0.8 -0.7 -0.293
C 1.8114 -0.8150 1.1754 0.6 -0.8 -0.4 -0.346
N 2.6845 -1.8365 0.9375 0.1 0.1 0.2 -0.599
C 3.6751 -1.9122 1.7789 -0.1 -0.1 -0.4 -0.556
C 3.8262 -1.0110 2.8516 1.0 0.1 1.4 0.651
C 5.0511 -1.1786 3.7434 -0.6 0.2 -0.3 -0.678
O 6.2284 -0.7830 3.0096 0.1 -0.5 0.0 -0.119
N 6.1364 0.5522 2.6309 -0.1 0.2 -0.3 -0.095
O 6.8281 0.7620 1.7097 -0.3 -0.1 0.4 -0.135
N 2.9997 -0.0437 3.1445 -0.1 -0.9 -1.1 -0.295
C 1.9696 0.0314 2.2578 -0.4 1.3 1.0 0.513
C 1.0063 1.0652 2.4244 0.0 0.6 0.9 -0.608
I 1.2811 2.3413 4.1022 0.2 -0.4 -0.2 0.068
C -0.0358 1.2419 1.5657 -0.2 0.0 -0.2 0.072
I -1.3458 2.8707 1.9154 -0.1 -0.7 -0.8 0.179
H -4.2278 1.0095 0.6297 -0.3 -0.2 0.0 0.093
H -4.2644 0.6681 -1.1526 -0.1 -0.1 0.3 0.307
H -3.1941 1.8653 -0.4776 -0.1 0.0 0.1 0.481
H -2.4569 -0.5097 0.9173 0.2 0.2 0.0 0.423
H -2.7397 -0.9904 -0.7351 0.4 0.0 0.1 0.216
H -0.9093 0.1626 -1.4267 -0.2 0.1 0.7 0.188
H 0.6636 -1.3351 -0.5354 0.0 0.0 0.1 0.518
H 4.4164 -2.6943 1.6323 -0.1 0.0 0.0 0.434
H 5.1641 -2.2397 3.9690 0.4 0.1 0.0 0.388
H 4.9369 -0.6106 4.6679 0.1 0.1 -0.1 0.293
F 11.1317 -3.7842 -1.0821 0.0 0.0 0.0 -0.325
C 10.2281 -2.7970 -0.9269 -0.2 0.2 0.0 0.371
C 9.5524 -2.6852 0.2720 0.0 -0.1 0.2 -0.562
C 8.6253 -1.6647 0.4319 0.1 0.0 -0.1 -0.040
C 8.3799 -0.7789 -0.6089 0.0 0.0 0.0 -0.513
C 9.0660 -0.9103 -1.8091 0.0 -0.1 0.2 -0.494
C 10.0013 -1.9225 -1.9705 0.1 0.0 -0.2 -0.433
H 9.7529 -3.3905 1.0681 0.0 0.0 0.0 0.414
H 8.0940 -1.5603 1.3676 0.0 0.0 0.0 0.387
H 7.6546 0.0131 -0.4845 0.0 0.0 0.0 0.432
H 8.8726 -0.2229 -2.6223 0.0 0.0 0.0 0.370
H 10.5520 -2.0357 -2.8952 0.0 0.0 0.0 0.414
F -4.8598 2.9810 1.9873 0.0 0.1 0.1 -0.144
C -6.1254 3.4023 2.1799 -0.3 0.1 0.0 0.242
C -7.1440 2.7379 1.5302 0.0 -0.2 -0.2 -0.211
C -8.4522 3.1552 1.7249 0.1 0.2 0.1 -0.398
C -8.7206 4.2354 2.5565 -0.1 0.0 0.0 -0.668
C -7.6797 4.8952 3.1977 -0.1 -0.1 -0.1 -0.383
C -6.3699 4.4743 3.0141 0.2 0.1 0.1 -0.560
H -6.9089 1.9062 0.8817 0.0 0.1 0.0 0.580
H -9.2627 2.6388 1.2266 0.0 0.0 0.0 0.425
H -9.7416 4.5630 2.7042 0.0 0.0 0.0 0.361
H -7.8878 5.7389 3.8422 0.0 0.0 0.0 0.370
H -5.5457 4.9689 3.5116 0.0 0.0 0.0 0.417
F -0.2130 -0.1694 -2.9619 0.3 -0.2 -0.5 -0.327
C -0.3444 0.2518 -4.2460 -0.1 0.1 -0.4 0.403
C 0.2683 1.4254 -4.6298 0.2 0.2 0.2 -0.320
C 0.1363 1.8516 -5.9431 -0.1 -0.1 0.0 -0.423
C -0.6111 1.1056 -6.8449 0.0 0.0 -0.1 -0.540
C -1.2236 -0.0710 -6.4355 0.1 0.1 0.0 -0.402
C -1.0864 -0.5069 -5.1258 -0.1 -0.3 0.1 -0.474
H 0.8394 1.9953 -3.9084 0.0 0.0 0.0 0.430
H 0.6166 2.7667 -6.2625 0.0 0.0 0.0 0.358
H -0.7158 1.4426 -7.8678 0.0 0.0 0.0 0.367
H -1.8093 -0.6507 -7.1363 0.0 0.0 0.0 0.363
H -1.5488 -1.4255 -4.7879 0.0 0.0 0.0 0.440
F -7.2914 0.0906 -0.0506 -0.1 -0.1 -0.1 -0.392
C -7.3937 -0.8322 0.9312 0.0 -0.3 0.3 0.039
C -8.4121 -0.7265 1.8565 -0.2 0.2 0.0 -0.122
C -8.5112 -1.6819 2.8581 0.2 -0.1 -0.1 -0.494
C -7.5894 -2.7184 2.9259 0.0 0.0 0.1 -0.446
C -6.5688 -2.8041 1.9882 -0.2 0.1 0.1 -0.596
C -6.4721 -1.8572 0.9797 0.3 0.0 -0.2 -0.058
H -9.1157 0.0929 1.7915 0.0 0.0 0.0 0.324
H -9.3084 -1.6167 3.5866 0.0 0.0 0.0 0.375
H -7.6672 -3.4594 3.7109 0.0 0.0 0.0 0.380
H -5.8470 -3.6083 2.0421 0.0 0.0 0.0 0.404
H -5.6884 -1.9109 0.2346 0.0 0.0 0.0 0.574
F 11.4770 5.8363 2.2996 0.0 0.0 0.0 -0.319
C 10.7574 4.7151 2.0959 -0.2 -0.3 0.0 0.221
C 10.5235 3.8638 3.1572 0.1 0.0 0.2 -0.378
C 9.7782 2.7123 2.9454 0.0 0.1 -0.2 -0.460
C 9.2869 2.4231 1.6796 0.1 -0.1 0.0 -0.014
C 9.5366 3.2889 0.6238 0.0 0.0 0.2 -0.468
C 10.2725 4.4470 0.8313 0.0 0.1 -0.2 -0.377
H 10.9215 4.1032 4.1347 0.0 0.0 0.0 0.407
H 9.5811 2.0396 3.7702 0.0 0.0 0.0 0.364
H 8.7122 1.5247 1.5171 0.2 0.1 0.0 0.287
H 9.1576 3.0622 -0.3643 0.0 0.0 0.0 0.371
H 10.4707 5.1387 0.0229 0.0 0.0 0.0 0.410
F -4.7955 -3.1020 -1.8308 0.1 0.0 0.0 -0.254
C -5.7680 -3.7039 -2.5458 -0.3 -0.2 -0.2 0.404
C -5.8404 -5.0825 -2.5597 0.2 -0.1 0.2 -0.519
C -6.8453 -5.6979 -3.2919 0.0 0.2 0.0 -0.369
C -7.7557 -4.9309 -4.0058 -0.1 -0.1 0.0 -0.523
C -7.6654 -3.5461 -3.9836 0.1 -0.1 0.1 -0.435
C -6.6687 -2.9253 -3.2449 0.0 0.3 0.0 -0.262
H -5.1168 -5.6633 -2.0027 0.0 0.0 0.0 0.413
H -6.9172 -6.7773 -3.3054 0.0 0.0 0.0 0.363
H -8.5362 -5.4136 -4.5793 0.0 0.0 0.0 0.371
H -8.3723 -2.9472 -4.5422 0.0 0.0 0.0 0.361
H -6.5875 -1.8464 -3.2079 0.0 0.0 0.0 0.446

=====

Entry 5:
13
Properties=species:S:1:pos:R:3:forces:R:3:mulliken_charge:R:1 method="wB97M-V/def2-TZVPD" lumo_energy_ev="0.230 / -0.192" homo_ev="-8.3 / -7.8" e_tot_ha=-1391.3758 orbital_gap_ev="8.5 / 7.6"
C 0.6299 -0.3609 -0.4607 -1.6 -0.2 0.8 -0.406
C -1.5828 -1.1649 0.6528 1.6 0.5 -0.5 -0.108
C 1.5799 -1.1841 0.3285 0.5 -0.2 0.2 0.820
N 0.5267 0.9691 -0.1994 0.5 -0.3 0.0 -0.456
F 1.3856 -2.4938 0.1405 -0.1 0.0 -0.1 -0.245
F 2.8808 -0.9478 0.0103 -0.2 0.1 -0.1 -0.273
F 1.4867 -0.9436 1.6496 -0.1 0.2 0.1 -0.253
Cl -2.5482 -2.0607 -0.4452 -0.1 -0.2 -0.2 -0.152
Cl -2.1246 0.4321 0.9964 -0.3 0.0 0.2 -0.167
H 0.3881 -0.7161 -1.4467 0.0 0.0 -0.1 0.406
H -1.2930 -1.7084 1.5413 0.0 0.0 0.0 0.294
H 0.7146 1.2440 0.7577 -0.1 0.0 -0.2 0.235
H -0.2697 1.4342 -0.6142 0.2 0.0 0.1 0.305

=====

What are the max |F| values for these records? In order: 1.73, 0.42, 0.65, 1.73, 1.85 eV Å⁻¹.